{"formula": "C4H16N2O", "method": "wB97M-V/def2-TZVPD", "e_above_lowest_kj_mol": 187.1, "energy_ha": -346.08202, "charge": 2, "gap_ha": 0.4641, "elements": ["C", "C", "C", "C", "N", "N", "H", "H", "H", "H", "H", "H", "H", "H", "H", "H", "H", "H", "H", "H", "H", "H", "O"], "xyz": [[0.34013, -1.87047, 0.50952], [1.08105, -0.51720, -0.18965], [0.07546, 0.54081, -0.75416], [-1.42886, 0.29346, -0.73485], [-2.13825, 0.90878, 0.42230], [2.06311, -1.05997, -1.19785], [1.06907, -2.75197, 0.63957], [0.01713, -1.61950, 1.49117], [-0.32245, -2.42725, -0.23506], [1.63467, 0.01665, 0.64626], [0.29147, 0.54209, -1.80559], [0.36478, 1.46110, -0.23997], [-1.83438, 0.70425, -1.66566], [-1.68264, -0.87313, -0.75060], [-2.55580, 0.18544, 1.05820], [-1.35995, 1.34187, 0.94614], [-2.85846, 1.66405, 0.08569], [2.93786, -0.40502, -1.42154], [1.47593, -1.33421, -2.09969], [2.56308, -2.04139, -0.93143], [0.24354, 3.06280, 1.75604], [0.33515, 1.81522, 2.47328], [-0.31163, 2.36359, 1.99788]], "atomic_forces_ev_per_a": [[2.54, -0.77, -3.03], [-1.20, -2.10, 3.40], [0.91, -1.06, 0.14], [-0.75, -3.13, -0.96], [-0.96, 0.55, -0.17], [1.75, -1.66, -2.06], [-0.34, 1.69, 0.16], [-0.94, 0.09, 0.48], [0.00, 1.37, 1.25], [-0.17, -1.10, -1.20], [0.28, 0.85, -0.65], [-0.33, 0.22, -0.73], [-0.10, -0.06, 0.39], [0.52, 2.67, -0.01], [-0.04, 1.02, -0.80], [-0.53, 0.97, 0.69], [1.50, -1.80, 1.20], [-2.53, -1.41, 0.17], [1.91, 0.94, 1.83], [-1.60, 2.78, -0.23], [0.98, 2.39, -0.79], [-0.52, -0.05, 0.36], [-0.37, -2.40, 0.55]]}